# C32H26BiF5N5OS2Te

A molecular structure, C32H26BiF5N5OS2Te (ωB97M-V with the def2-TZVPD basis set, the Open Molecules 2025 dataset).

HOMO = -4.7 eV
Lowest unoccupied orbital energy = 2.35 eV
ΔE to the lowest compared entry with this formula, charge and spin = 0.00 kcal per mole

```
! RIJCOSX wB97M-V def2-TZVPD def2/J DEFGRID3
* xyz -1 1
Bi 0.9016 0.7666 1.1099
Te 2.5538 -1.3247 2.4156
S 0.8477 2.0826 3.5175
S 4.0760 4.1645 0.0967
F -0.6642 -1.2264 -0.8374
F -1.6363 -2.6900 -2.8858
F 1.8426 -1.1305 -5.6500
F -0.3882 -2.6707 -5.3193
F 2.8089 0.3512 -3.6275
O 1.5971 0.3255 -1.1663
N -0.4539 4.2831 4.0960
N -1.8624 1.6463 2.2941
N -2.6785 -0.9607 1.6047
N 0.2014 3.2452 0.1649
N -1.7356 2.8760 2.8867
C 2.7126 2.0855 0.7846
C 1.7031 -0.3827 -3.4169
C 2.3506 -2.9181 -0.2224
C -3.2155 0.1379 1.0681
C 1.2898 4.0028 -0.0070
C -0.0660 -3.3298 2.7126
C 4.0872 1.7621 0.9584
C 1.7710 -3.8048 -1.1244
C -3.0083 1.4342 1.7663
C -0.5699 3.0861 3.4344
C -2.8757 -2.1162 0.9803
C -3.9531 0.0998 -0.1155
C -3.5931 -2.2514 -0.1984
C -0.0421 -1.1722 -2.0299
C -0.5397 -1.9316 -3.0675
C -0.9961 3.7467 -0.1119
C -4.1334 2.4348 1.8065
C 0.6096 -3.4733 1.3749
C 4.9270 2.7825 0.6317
C 1.2183 -1.1462 -4.4598
C -1.1851 5.0364 -0.5758
C 0.6282 -4.5296 -0.8146
C 1.7505 -2.7360 1.0339
C 1.1031 -0.3599 -2.1398
C 0.0173 -5.4656 -1.8233
C -0.0616 5.8329 -0.7536
C -4.1333 -1.1101 -0.7630
C 0.0902 -1.9312 -4.2981
C 1.1868 5.3177 -0.4694
C 2.5595 3.3593 0.3148
C 0.0722 -4.3601 0.4435
C 3.6007 -2.1863 -0.6313
H -0.1603 6.8495 -1.1140
H -4.3578 1.0131 -0.5327
H 4.3997 -2.3476 0.0950
H 0.6359 -3.5003 3.5297
H 2.2254 -3.9242 -2.1040
H -0.4644 -2.3213 2.8496
H -3.8865 3.3335 1.2351
H 6.0049 2.7936 0.6730
H -0.8139 -4.9288 0.7114
H -4.2795 2.7659 2.8346
H 0.4798 4.6338 4.2161
H -0.8863 -4.0445 2.8042
H -0.3314 -4.9203 -2.7028
H 0.7431 -6.2078 -2.1622
H 4.4301 0.7983 1.3090
H -0.8363 -5.9959 -1.3994
H 3.9373 -2.5308 -1.6103
H -1.1841 4.9499 3.9029
H -2.1805 5.4017 -0.7873
H 3.4229 -1.1110 -0.6849
H -5.0606 2.0097 1.4263
H -1.8332 3.0789 0.0503
H -3.6942 -3.2202 -0.6678
H -4.6785 -1.1571 -1.6975
H -2.4242 -2.9859 1.4418
H 2.0780 5.9164 -0.6029
*
```

# C4H8N2S

A gas-phase ion, C4H8N2S (charge +2) (ωB97M-V with the def2-TZVPD basis set, the Open Molecules 2025 dataset).

HOMO (alpha / beta) = -17.8 / -18.4 eV
Lowest unoccupied orbital energy (alpha / beta) = -12.08 / -11.71 eV
ΔE to the lowest compared entry with this formula, charge and spin = 108.97 kcal per mole

```
! RIJCOSX wB97M-V def2-TZVPD def2/J DEFGRID3
* xyz 2 1
S 2.1153 -0.7558 0.4189
N -0.9679 -0.1756 0.3292
N 1.7943 1.9901 -0.2312
C 1.9542 0.7838 0.0904
C 0.6513 -1.9267 -0.3214
C -2.0161 0.6614 0.6228
C -0.6677 -1.2034 -0.2730
H -3.0038 0.2329 0.2834
H 0.9334 -2.1099 -1.3890
H 0.9881 2.4646 0.0613
H -1.2197 -1.9677 -0.8666
H -2.1167 0.8588 1.7431
H 2.5257 2.5311 -0.6651
H 0.9274 -2.9311 0.2279
H -1.8978 1.5475 -0.0308
*
```

# C4H11NS

2 unconnected molecules or ions with the total composition C4H11NS (ωB97M-V with the def2-TZVPD basis set, the Open Molecules 2025 dataset).

SMILES string = C=CN.CSC
HOMO = -8.6 eV
Lowest unoccupied orbital energy = 0.79 eV
ΔE to the lowest compared entry with this formula, charge and spin = 31.20 kcal per mole

```
! RIJCOSX wB97M-V def2-TZVPD def2/J DEFGRID3
* xyz 0 1
S -1.4168 2.6260 -1.9544
N -0.7210 -1.8277 1.7741
C 1.5841 -2.6250 1.8638
C 0.6235 -1.7279 2.0987
C -0.7545 1.0380 -2.6554
C -0.2483 2.7109 -0.5355
H -1.1309 -1.0955 1.2376
H -0.5864 2.0316 0.2387
H 0.8233 -0.8208 2.6628
H 0.7066 2.2801 -0.8499
H -1.0409 -2.7355 1.4843
H -0.8039 1.1873 -3.7368
H 0.3122 0.9835 -2.4872
H 2.5823 -2.4227 2.2144
H -1.3732 0.2002 -2.3735
H 1.3724 -3.5217 1.3041
H 0.0712 3.7191 -0.2859
*
```

# C3H2CrLiO3

A molecular structure, C3H2CrLiO3 (ωB97M-V with the def2-TZVPD basis set, the Open Molecules 2025 dataset).

Expectation value of S² = 8.812
HOMO (alpha / beta) = -16.1 / -19.0 eV
Lowest unoccupied orbital energy (alpha / beta) = -11.05 / -10.25 eV
ΔE to the lowest compared entry with this formula, charge and spin = 30.49 kcal per mole

```
! RIJCOSX wB97M-V def2-TZVPD def2/J DEFGRID3
* xyz 2 6
Cr -3.1780 2.8243 2.8863
O -2.1048 1.4559 1.9157
O -1.1932 3.1178 3.0026
O 0.1086 1.6615 1.8594
C 1.1811 2.3103 2.2724
C -1.0975 2.0774 2.2798
C 2.1157 3.1040 2.1211
Li 0.2246 4.2786 3.5611
H 2.3775 3.6529 0.3955
H 3.0412 3.4983 2.5190
*
```

# C18H28EuNO4P2

A molecular structure, C18H28EuNO4P2 (ωB97M-V with the def2-TZVPD basis set, the Open Molecules 2025 dataset).

Expectation value of S² = 15.779
HOMO (alpha / beta) = -6.5 / -8.9 eV
Lowest unoccupied orbital energy (alpha / beta) = -3.14 / -3.51 eV
ΔE to the lowest compared entry with this formula, charge and spin = 178.32 kcal per mole

```
! RIJCOSX wB97M-V def2-TZVPD def2/J DEFGRID3
* xyz 1 8
Eu 0.3471 0.8203 -0.3056
P 2.8394 -0.9018 -0.1491
P -2.3154 1.0649 -1.4600
O 2.0644 2.1627 -1.9135
O 0.2333 3.6231 -0.2017
O -0.4884 -0.1866 1.5952
O -0.1660 1.9323 2.4083
N 0.1286 -0.6209 -2.2578
C 4.6544 -0.7601 -0.0236
C -0.9925 -2.1949 -3.6626
C -0.8489 1.2490 6.1213
C -0.6057 0.4289 3.9326
C -2.7327 2.0925 -2.9296
C -2.3697 -0.6090 -2.2332
C -3.9147 1.0581 -0.5888
C 1.3683 -1.1692 -2.5722
C -0.4263 0.6435 2.5570
C -0.6317 -0.8962 4.3224
C 2.5455 -2.7312 -0.0446
C -0.6923 1.5447 4.7748
C 1.4375 -2.1190 -3.6000
C -0.8734 -0.0785 6.5665
C 2.6142 -0.9164 -1.9208
C -1.0178 -1.1480 -2.7314
C 0.2742 -2.6823 -4.0871
C -0.7671 -1.1422 5.6662
H -2.7815 3.1530 -2.6217
H 5.1006 -1.7294 -0.2579
H -3.7087 1.7811 -3.3450
H 2.1440 -2.8984 0.9659
H -4.7520 1.2263 -1.2796
H -3.8923 1.8630 0.1590
H -1.9194 -2.6340 -4.0389
H 3.4469 -0.5438 -2.5372
H 1.6196 2.3442 -2.7530
H 3.5286 -3.2025 -0.2176
H -0.6704 2.5776 4.4034
H 2.4401 -2.4543 -3.8735
H -0.9961 -0.2903 7.6217
H -0.5954 3.8189 -0.6728
H -0.7930 -2.1680 5.9808
H -0.9527 2.0582 6.8306
H -0.5591 -1.6474 3.5422
H 0.0130 2.1198 1.4683
H 1.8251 -3.0345 -0.8293
H 0.9941 3.6301 -0.7655
H 4.8636 -0.4833 1.0161
H -4.0466 0.1019 -0.0660
H 2.4356 1.3256 -2.2412
H 5.0430 0.0154 -0.6901
H -1.9464 1.9801 -3.6970
H -3.0618 -0.5725 -3.0922
H -2.7873 -1.2982 -1.4712
H 0.3440 -3.5024 -4.8008
*
```

# C4H10N2

A molecular structure, C4H10N2 (ωB97M-V with the def2-TZVPD basis set, the Open Molecules 2025 dataset).

HOMO = -8.7 eV
Lowest unoccupied orbital energy = -0.01 eV
ΔE to the lowest compared entry with this formula, charge and spin = 119.07 kcal per mole

```
! RIJCOSX wB97M-V def2-TZVPD def2/J DEFGRID3
* xyz 0 1
N -1.3294 0.5268 0.0627
N 0.6665 1.2365 1.6591
C 0.1644 -1.0619 -1.0045
C 1.1732 0.0237 -1.1545
C -0.4371 1.3464 0.8925
C -0.8839 -0.8809 0.1586
H -0.4701 -1.0913 1.1840
H -1.4216 0.7479 1.3360
H 0.7163 0.8910 -1.4415
H 1.9288 -0.2767 -1.8619
H 0.6993 -2.0624 -0.7921
H -0.6185 2.4141 0.5544
H 0.5130 0.5662 2.3741
H -0.4678 -1.1994 -1.8989
H 1.5770 0.3386 -0.1001
H -1.8101 -1.5188 0.0321
*
```

# CH3BrOS

2 unconnected molecules or ions with the total composition CH3BrOS (ωB97M-V with the def2-TZVPD basis set, the Open Molecules 2025 dataset).

HOMO = -8.4 eV
Lowest unoccupied orbital energy = -0.77 eV
ΔE to the lowest compared entry with this formula, charge and spin = 46.37 kcal per mole

```
! RIJCOSX wB97M-V def2-TZVPD def2/J DEFGRID3
* xyz 0 1
Br 3.9825 -0.3145 0.0563
S 2.5269 1.1923 -0.2519
O -0.5721 -0.7669 -0.6277
C 0.4414 -0.0788 0.0439
H 0.9766 -0.7783 0.5221
H 0.3799 0.8376 0.6102
H -1.4058 -0.2715 -0.7288
*
```

# C21H35IrNOP2Te

A molecular structure, C21H35IrNOP2Te (ωB97M-V with the def2-TZVPD basis set, the Open Molecules 2025 dataset).

Expectation value of S² = 8.821
HOMO (alpha / beta) = -3.3 / -7.5 eV
Lowest unoccupied orbital energy (alpha / beta) = 0.42 / -1.64 eV
ΔE to the lowest compared entry with this formula, charge and spin = 0.05 kcal per mole

```
! RIJCOSX wB97M-V def2-TZVPD def2/J DEFGRID3
* xyz 0 6
Ir -0.2084 -0.3804 -0.6401
Te -0.8216 -2.2768 1.1363
P 1.9690 -0.2457 -1.6065
P -2.0068 0.8590 0.1415
O 1.2219 0.6372 1.2151
N -0.9348 -0.5370 -2.3023
C -0.6205 -1.5843 3.2325
C 0.5469 -1.8088 5.3429
C -2.0932 -0.8121 -5.7320
C -0.1594 -0.7134 5.8493
C 2.7807 -1.0536 2.0619
C -1.3702 -0.5315 3.7523
C 1.9758 0.2298 -3.3782
C -2.0579 0.5401 -6.1234
C 2.1720 1.0154 3.3548
C -1.7229 -1.1730 -4.4493
C -1.2357 1.1979 -3.9563
C 3.2597 0.8734 -0.9716
C 2.7088 -1.9242 -1.6683
C -1.3071 -0.1669 -3.5269
C -2.8037 1.9069 -1.1315
C -1.6319 1.5390 -5.2329
C 1.9662 0.1949 2.1221
C -3.4569 -0.0976 0.7499
C 0.3098 -2.2520 4.0332
C -1.5451 2.0384 1.4511
C -1.1115 -0.0672 5.0528
H -2.1672 -0.0806 3.1576
H 3.2466 1.0937 3.5608
H -3.9156 -0.6153 -0.1007
H -0.6519 1.6918 1.9841
H -3.6994 2.3863 -0.7095
H -1.6065 2.5884 -5.5388
H 2.8182 -2.3410 -0.6612
H -1.3156 3.0012 0.9805
H -3.1763 -0.8529 1.4993
H 2.8756 1.8981 -1.0172
H -1.7234 -2.1999 -4.0845
H 2.3650 -1.8233 1.4064
H 1.6873 0.5368 4.2143
H -0.8620 1.9448 -3.2443
H -2.3795 2.1647 2.1519
H 1.3840 -0.4760 -3.9727
H 4.1542 0.7953 -1.6031
H 0.6062 -1.2783 0.7013
H 2.8591 -1.4908 3.0678
H -3.1054 1.2941 -1.9907
H -2.3590 0.8164 -7.1396
H -1.6616 0.7897 5.4462
H 0.0256 -0.3684 6.8661
H 0.8346 -3.1281 3.6424
H 3.8036 -0.8109 1.7300
H -2.1097 2.6847 -1.4733
H 1.7459 2.0151 3.2310
H 2.0526 -2.5783 -2.2574
H 1.2782 -2.3239 5.9647
H -2.4131 -1.5750 -6.4356
H -4.1899 0.5969 1.1829
H 3.5188 0.6397 0.0645
H 3.0093 0.2356 -3.7517
H 1.5541 1.2353 -3.4952
H 3.6940 -1.8735 -2.1525
*
```

# C22H20IrN8S5

A molecular structure, C22H20IrN8S5 (ωB97M-V with the def2-TZVPD basis set, the Open Molecules 2025 dataset).

Expectation value of S² = 6.038
HOMO (alpha / beta) = -8.9 / -11.3 eV
Lowest unoccupied orbital energy (alpha / beta) = -3.81 / -5.26 eV

```
! RIJCOSX wB97M-V def2-TZVPD def2/J DEFGRID3
* xyz 1 5
Ir 0.3746 -0.5007 -0.4936
S -2.0852 -1.9648 -1.5847
S 1.3523 -2.2508 -1.6482
S -1.5049 -3.8032 -1.7225
S 0.4635 -3.9470 -0.9740
S 2.5965 0.3205 0.4619
N -7.1406 4.2238 0.8296
N 0.2302 2.6658 -4.1503
N 0.4186 0.7681 -2.1453
N -1.1127 0.7423 -0.0554
N 2.6930 -0.3748 3.0136
N -0.2374 -1.3048 1.2987
N -1.3341 -2.0437 3.7570
N 1.0743 1.1572 2.4677
C 2.3216 -0.3902 4.4270
C -3.4958 2.0558 0.2925
C -7.0014 2.9874 1.2939
C 1.7185 0.9528 4.8004
C 1.3102 0.8139 -3.1322
C 0.5848 1.2702 3.8403
C 1.2044 1.7659 -4.1348
C 0.3021 -2.2898 2.0354
C 2.0917 0.3829 2.1035
C -3.0911 1.1115 1.2077
C -0.6494 2.6238 -3.1622
C -0.2332 -2.6552 3.2426
C -2.6950 2.2984 -0.8659
C -1.8740 -1.0948 3.0449
C -4.7588 2.7974 0.4744
C -5.8442 2.2393 1.1464
C -1.3657 -0.6679 1.7954
C -6.1086 4.7562 0.1879
C -1.8894 0.4008 1.0214
C -1.5225 1.6166 -1.0046
C -4.9094 4.0911 -0.0186
C -0.5856 1.6814 -2.1430
H 0.2067 -3.4528 3.8248
H -3.0441 2.9685 -1.6362
H -2.7503 -0.6065 3.4590
H -0.2517 0.5785 3.9865
H -6.2403 5.7673 -0.1800
H -3.7027 0.9042 2.0744
H 1.1748 -2.7760 1.6221
H 0.6751 1.7296 1.7413
H -5.8184 1.2253 1.5229
H 1.3462 0.9253 5.8226
H 1.9284 1.7970 -4.9382
H 2.4822 1.7301 4.7382
H -7.8593 2.5671 1.8058
H 0.2164 2.2844 3.9852
H 3.2135 -0.6050 5.0124
H 2.1020 0.0780 -3.1206
H -4.1031 4.6012 -0.5288
H 1.5993 -1.1946 4.5963
H 3.4728 -0.9228 2.6874
H -1.4343 3.3691 -3.1710
*
```

# C4H5NO

C4H5NO in the gas phase (ωB97M-V with the def2-TZVPD basis set, the Open Molecules 2025 dataset).

SMILES string = N#CC1COC1
HOMO = -10.1 eV
Lowest unoccupied orbital energy = 0.64 eV
ΔE to the lowest compared entry with this formula, charge and spin = 69.04 kcal per mole

```
! RIJCOSX wB97M-V def2-TZVPD def2/J DEFGRID3
* xyz 0 1
O 0.3848 -0.4432 -1.4741
N 0.3001 0.1642 2.7569
C 0.4539 0.7666 -0.7366
C -0.6145 0.4246 0.3184
C -0.2405 -1.1820 -0.4868
C -0.1277 0.3639 1.6983
H 0.3508 -1.5140 0.3683
H -1.5002 1.0923 0.2907
H 0.2144 1.5931 -1.4020
H 1.4530 0.8854 -0.3148
H -0.6584 -2.1028 -0.9793
*
```

# C4H7N3

A molecular structure, C4H7N3 (ωB97M-V with the def2-TZVPD basis set, the Open Molecules 2025 dataset).

HOMO = -9.0 eV
Lowest unoccupied orbital energy = 0.62 eV
ΔE to the lowest compared entry with this formula, charge and spin = 86.35 kcal per mole

```
! RIJCOSX wB97M-V def2-TZVPD def2/J DEFGRID3
* xyz 0 1
N -0.8451 -0.6218 2.3269
N -0.9924 0.7705 0.4366
N 1.5522 -1.7048 0.5056
C -0.6572 0.7442 -0.9834
C 0.7866 0.3177 -1.0277
C 0.7326 -0.7594 0.4407
C -0.4338 -0.2240 1.1921
H 1.0601 -0.0896 -2.0305
H 1.5266 -1.0575 -0.5073
H -1.2797 0.0252 -1.5375
H -0.2229 -1.3525 2.6746
H -0.8079 1.7342 -1.4150
H -1.9035 1.0856 0.7261
H 1.4843 1.1324 -0.8011
*
```

# C13H28CrN5O3S4

A molecular structure, C13H28CrN5O3S4 (ωB97M-V with the def2-TZVPD basis set, the Open Molecules 2025 dataset).

Expectation value of S² = 6.013
HOMO (alpha / beta) = -11.0 / -11.2 eV
Lowest unoccupied orbital energy (alpha / beta) = -2.11 / -2.12 eV
ΔE to the lowest compared entry with this formula, charge and spin = 10.43 kcal per mole

```
! RIJCOSX wB97M-V def2-TZVPD def2/J DEFGRID3
* xyz 1 5
Cr 0.1597 0.2314 0.2494
S -1.9797 -0.4653 -0.7512
S -0.4247 2.0841 -2.5117
S 2.4952 2.1942 -0.9128
S 2.3309 0.3692 -3.8629
O 0.5202 -0.4430 3.3305
O 1.6666 0.3938 1.5737
O -0.6762 1.8116 1.4390
N -2.1034 -1.9565 1.5887
N -4.2524 -2.0446 2.0096
N -3.9747 -1.3645 0.8530
N 1.2471 -1.2275 -0.7703
N -0.7423 -2.2198 1.6436
C 3.8452 2.0433 -2.1165
C -0.7998 1.8990 3.8860
C -0.3658 1.3116 -4.1561
C 1.6156 3.6691 -1.4875
C -2.8291 -3.1029 3.7294
C 0.6972 3.4965 -2.6984
C 0.9942 1.1300 -4.8355
C -2.6818 -1.2863 0.5612
C 0.1256 1.8395 2.6934
C 1.0972 2.9992 2.6415
C 0.8455 0.4692 2.5726
C 3.4908 1.7450 -3.5772
C -3.0945 -2.3955 2.4543
H -1.6179 1.1914 3.7644
H 0.8489 0.4728 -5.6903
H 1.3732 2.0721 -5.2265
H 0.5526 3.9330 2.4564
H 4.4633 1.2502 -1.6947
H 2.0663 -1.4563 -0.2147
H 0.7676 -2.0892 -0.9938
H 1.6070 3.0995 3.6016
H 1.5801 -0.8156 -1.6439
H -0.8476 0.3470 -3.9906
H -2.1885 -3.9731 3.5826
H 3.0761 2.6253 -4.0599
H 2.3465 4.4553 -1.6807
H -0.5990 -3.2227 1.6704
H 1.0277 3.9661 -0.6153
H -3.7777 -3.4235 4.1500
H 4.4181 2.9709 -2.0848
H 4.4053 1.4882 -4.1091
H -1.2066 2.9061 4.0093
H -4.7246 -0.9927 0.2977
H 0.0958 4.3951 -2.8320
H 1.8438 2.8468 1.8628
H 1.2724 3.3451 -3.6073
H -0.9017 2.7122 1.1913
H -0.2488 1.6282 4.7857
H -2.3345 -2.4313 4.4333
H -1.0005 1.8951 -4.8211
H -0.3347 -1.7898 2.4763
*
```

| no. | F_max (eV/Å) |
| --- | --- |
| 1 | 0.1 |
| 2 | 3.5 |
| 3 | 1.9 |
| 4 | 3.4 |
| 5 | 3.5 |
| 6 | 5.3 |
| 7 | 3.6 |
| 8 | 3.9 |
| 9 | 0.5 |
| 10 | 1.7 |
| 11 | 4.2 |
| 12 | 0.8 |